No. 1
Here is a structure of composition C39H30CdN8O4S from the Open Molecules 2025 dataset. Energies are from ωB97M-V with the def2-TZVPD basis set.

Each line ends with the Löwdin charge.
Element x y z (Å)
Cd1 -0.446 0.368 0.593  1.401
O1 0.739 4.422 -2.482  0.015
C1 2.032 4.172 -2.218  -0.285
C2 3.012 4.656 -3.088  -0.039
C3 4.350 4.412 -2.840  -0.125
C4 4.737 3.678 -1.725  -0.124
C5 3.769 3.191 -0.861  -0.042
C6 2.419 3.433 -1.082  -0.081
C7 1.370 2.904 -0.165  -0.492
O2 0.138 3.009 -0.530  -0.116
N1 1.764 2.395 0.966  0.028
N2 0.744 1.821 1.713  -0.102
C8 0.479 2.360 2.839  -0.110
C9 -0.512 1.927 3.803  -0.158
C10 -0.469 2.563 5.052  -0.090
C11 -1.335 2.259 6.079  -0.148
C12 -2.305 1.274 5.856  -0.128
C13 -2.410 0.660 4.634  -0.049
C14 -1.542 0.955 3.535  -0.416
O3 -1.728 0.357 2.426  -0.195
H1 0.245 3.885 -1.754  0.052
H2 2.694 5.204 -3.967  0.102
H3 5.101 4.788 -3.527  0.086
H4 5.786 3.479 -1.543  0.083
H5 4.037 2.606 0.010  0.101
H6 1.064 3.242 3.120  0.117
H7 0.288 3.328 5.204  0.095
H8 -1.265 2.768 7.033  0.075
H9 -2.978 0.995 6.661  0.088
H10 -3.167 -0.097 4.461  0.096
N3 5.369 -7.561 -3.102  0.104
C15 4.682 -6.717 -2.715  -0.231
C16 3.846 -5.681 -2.230  -0.270
C17 4.036 -4.350 -2.646  -0.043
C18 3.230 -3.344 -2.174  -0.029
C19 2.201 -3.587 -1.235  -0.177
C20 2.019 -4.933 -0.842  -0.050
C21 2.814 -5.949 -1.323  -0.049
C22 1.363 -2.515 -0.719  -0.115
C23 0.888 -1.505 -1.668  -0.310
C24 0.872 -1.640 -3.064  -0.113
C25 0.425 -0.416 -3.589  -0.138
C26 0.180 0.399 -2.498  -0.238
N4 0.437 -0.248 -1.333  -0.058
C27 1.110 -2.486 0.652  -0.285
C28 1.852 -3.306 1.634  -0.023
C29 1.470 -2.952 2.858  -0.024
C30 0.402 -1.896 2.714  -0.369
N5 0.298 -1.638 1.309  -0.039
H11 4.833 -4.132 -3.348  0.108
H12 3.396 -2.325 -2.493  0.119
H13 1.203 -5.171 -0.172  0.113
H14 2.633 -6.976 -1.028  0.107
H15 1.134 -2.522 -3.629  0.084
H16 0.308 -0.145 -4.629  0.068
H17 -0.155 1.425 -2.511  0.078
H18 2.619 -4.024 1.391  0.098
H19 1.793 -3.341 3.813  0.098
H20 0.611 -0.981 3.284  0.137
C31 -5.412 2.751 1.447  -0.004
C32 -4.114 2.605 0.668  -0.538
O4 -3.040 2.866 1.153  0.070
N6 -4.286 2.234 -0.638  0.063
C33 -3.166 1.947 -1.525  -0.120
C34 -3.053 0.476 -1.842  -0.281
C35 -3.555 -0.018 -3.041  -0.042
C36 -3.420 -1.366 -3.327  -0.079
C37 -2.825 -2.188 -2.389  -0.059
C38 -2.412 -1.628 -1.189  -0.132
N7 -2.518 -0.332 -0.920  0.085
H21 -5.224 2.470 2.481  0.081
H22 -6.216 2.140 1.034  0.065
H23 -5.722 3.797 1.426  0.076
H24 -5.194 1.930 -0.937  0.122
H25 -2.265 2.288 -1.016  0.095
H26 -3.284 2.511 -2.452  0.119
H27 -4.008 0.657 -3.757  0.102
H28 -3.764 -1.765 -4.273  0.098
H29 -2.672 -3.241 -2.581  0.102
H30 -1.959 -2.233 -0.410  0.105
S1 -2.141 -3.240 5.592  0.558
C39 -1.372 -2.741 4.298  -0.816
N8 -0.862 -2.417 3.286  0.141

Computed properties:
Orbital gap in eV: 5.1
Total charge: -2
2S+1: 1
Lowest unoccupied orbital energy in eV: 4.118


No. 2
Here is a structure of composition C39H30N2O3P2S2W from the Open Molecules 2025 dataset. Energies are from ωB97M-V with the def2-TZVPD basis set.

Each line ends with the Löwdin charge.
Element x y z (Å)
W1 -13.048 8.074 11.269  1.364
S1 -13.709 8.680 13.569  0.602
P1 -14.632 10.105 12.484  0.571
C1 -13.841 9.867 10.898  -0.592
P2 -12.273 10.601 10.314  0.633
S2 -10.916 9.139 11.009  0.443
C2 -12.209 10.769 8.554  -0.391
C3 -13.344 10.707 7.739  -0.050
C4 -13.178 10.794 6.358  -0.041
C5 -12.009 11.351 5.960  -0.049
C6 -10.917 11.589 6.789  -0.026
C7 -10.984 11.182 8.103  -0.089
C8 -12.079 12.146 11.211  -0.344
C9 -13.040 13.126 10.878  -0.045
C10 -12.818 14.425 11.382  -0.037
C11 -11.814 14.618 12.269  -0.052
C12 -10.922 13.609 12.668  -0.057
C13 -11.106 12.344 12.210  -0.100
C14 -16.367 9.716 12.248  -0.367
C15 -16.850 9.209 11.057  -0.094
C16 -18.152 8.747 10.901  -0.060
C17 -19.010 8.870 11.935  -0.043
C18 -18.522 9.392 13.160  -0.023
C19 -17.252 9.934 13.275  -0.093
C20 -14.603 11.641 13.385  -0.358
C21 -15.720 12.497 13.303  -0.104
C22 -15.868 13.637 14.049  -0.058
C23 -14.850 13.951 14.927  -0.067
C24 -13.704 13.191 15.004  -0.051
C25 -13.565 11.934 14.315  -0.049
H1 -14.265 10.406 8.198  0.101
H2 -14.024 10.681 5.710  0.124
H3 -11.905 11.681 4.925  0.131
H4 -9.987 11.964 6.398  0.122
H5 -10.181 11.272 8.852  0.122
H6 -13.724 12.979 10.059  0.117
H7 -13.439 15.193 11.030  0.107
H8 -11.518 15.564 12.752  0.134
H9 -10.199 13.830 13.470  0.135
H10 -10.461 11.545 12.493  0.084
H11 -16.157 8.964 10.318  0.050
H12 -18.350 8.224 9.960  0.129
H13 -20.032 8.620 11.792  0.112
H14 -19.231 9.318 13.992  0.124
H15 -16.918 10.404 14.189  0.119
H16 -16.500 12.263 12.553  0.125
H17 -16.788 14.212 14.091  0.126
H18 -14.998 14.887 15.558  0.148
H19 -12.899 13.574 15.637  0.118
H20 -12.737 11.250 14.353  0.079
O1 -11.785 7.519 6.984  0.070
C26 -12.884 7.027 6.465  -0.315
C27 -12.846 6.710 5.129  -0.008
C28 -13.823 5.942 4.586  -0.036
C29 -14.961 5.582 5.345  -0.052
C30 -15.087 6.062 6.648  -0.015
C31 -13.964 6.656 7.273  -0.077
C32 -14.056 6.984 8.723  -0.315
O2 -12.968 7.444 9.418  -0.286
N1 -15.098 6.792 9.410  0.144
N2 -14.720 6.943 10.754  -0.138
C33 -15.406 6.241 11.543  -0.036
C34 -14.998 5.851 12.835  -0.212
C35 -15.920 5.319 13.659  -0.019
C36 -15.569 4.816 14.891  -0.036
C37 -14.234 4.793 15.242  -0.023
C38 -13.247 5.310 14.400  0.032
C39 -13.634 5.888 13.164  -0.393
O3 -12.817 6.480 12.311  -0.279
H21 -11.782 7.612 8.021  0.143
H22 -11.980 7.036 4.625  0.122
H23 -13.754 5.674 3.518  0.131
H24 -15.723 4.926 4.971  0.104
H25 -15.870 5.648 7.297  0.118
H26 -16.249 5.741 11.083  0.166
H27 -16.995 5.251 13.367  0.153
H28 -16.309 4.375 15.546  0.124
H29 -13.901 4.433 16.195  0.120
H30 -12.215 5.389 14.727  0.131

Computed properties:
Orbital gap in eV: 5.3
Total charge: +2
2S+1: 1
Lowest unoccupied orbital energy in eV: -7.569


No. 3
Here is a cluster of 7 separate species, C39H30O25 in total from the Open Molecules 2025 dataset. Energies are from ωB97M-V with the def2-TZVPD basis set.

Each line ends with the Löwdin charge.
Element x y z (Å)
O1 39.455 27.203 34.323  0.061
C1 38.343 26.656 34.632  -0.357
C2 37.841 26.670 35.911  0.046
C3 36.510 26.212 36.198  -0.028
O2 35.960 26.055 37.524  0.131
C4 35.504 25.784 35.135  -0.413
O3 34.432 25.431 35.364  0.189
C5 36.143 25.654 33.806  0.138
C6 37.557 26.138 33.537  -0.143
O4 38.137 26.060 32.316  0.127
H1 38.533 26.840 36.743  0.125
H2 36.638 26.015 38.058  0.011
H3 35.373 25.463 33.182  0.065
H4 38.910 26.512 32.552  0.056
O5 34.489 32.511 33.799  0.127
C7 34.463 33.633 34.140  -0.450
C8 35.185 34.004 35.354  0.126
C9 35.161 35.545 35.946  -0.113
O6 35.904 35.763 37.057  0.100
C10 34.494 36.513 35.146  -0.390
O7 34.658 37.729 35.459  0.091
C11 33.830 36.103 33.959  0.100
C12 33.760 34.686 33.432  -0.104
O8 33.189 34.369 32.220  0.106
H5 35.909 33.298 35.959  0.130
H6 36.244 34.953 37.432  0.107
H7 33.459 36.904 33.319  0.122
H8 33.570 33.547 32.014  0.026
O9 36.014 30.064 26.601  0.042
C13 36.017 30.802 27.678  -0.366
C14 34.778 31.225 28.259  0.085
C15 34.783 32.019 29.598  -0.103
O10 33.568 32.266 30.303  0.004
C16 36.012 32.510 30.150  -0.398
O11 36.053 33.336 31.093  0.108
C17 37.205 31.886 29.689  0.102
C18 37.208 30.977 28.437  -0.112
O12 38.473 30.630 27.822  0.036
H9 33.772 30.784 27.848  0.153
H10 32.770 31.965 29.587  0.227
H11 38.299 32.023 30.164  0.166
H12 38.119 30.077 27.082  0.106
O13 41.977 29.390 35.922  0.130
C19 40.859 29.827 35.843  -0.488
C20 40.468 30.733 34.843  0.106
C21 38.958 31.148 34.448  -0.146
O14 38.578 31.773 33.348  0.123
C22 37.896 30.702 35.232  -0.385
O15 36.724 31.015 35.128  0.088
C23 38.245 29.848 36.420  0.140
C24 39.745 29.378 36.659  -0.113
O16 40.122 28.530 37.677  0.093
H13 41.457 31.227 34.284  0.172
H14 39.400 31.969 32.834  0.145
H15 37.418 29.695 37.086  0.082
H16 41.010 28.363 37.441  0.074
O17 31.970 28.444 34.032  0.015
C25 32.903 28.348 33.140  -0.327
C26 34.088 29.248 33.444  0.128
C27 35.148 29.425 32.383  -0.144
O18 36.164 30.276 32.495  0.088
C28 35.226 28.561 31.152  -0.361
O19 36.169 28.680 30.369  0.109
C29 34.057 27.737 30.908  0.147
C30 32.900 27.615 31.994  -0.155
O20 31.764 26.943 31.618  0.105
H17 33.932 29.693 34.406  0.082
H18 36.110 30.854 33.270  0.068
H19 33.976 27.209 29.937  0.124
H20 31.370 26.895 32.487  0.098
O21 31.537 33.397 36.825  0.082
C31 32.391 32.501 37.011  -0.384
C32 32.193 31.167 36.449  0.106
C33 33.043 30.005 36.928  -0.161
O22 32.682 28.736 36.739  0.065
C34 34.277 30.213 37.771  -0.379
O23 35.080 29.364 38.158  0.077
C35 34.435 31.522 38.362  0.115
C36 33.444 32.705 37.933  -0.119
O24 33.716 33.959 38.390  0.133
H21 31.452 30.897 35.847  0.059
H22 31.851 28.638 36.072  0.183
H23 35.383 31.675 38.964  0.132
H24 33.081 34.491 38.139  0.022
C37 42.811 30.906 29.393  0.020
C38 42.042 30.813 30.767  -0.442
C39 41.301 29.656 31.046  -0.060
O25 42.180 31.750 31.661  -0.028
H25 43.053 31.820 29.172  0.012
H26 42.172 30.424 28.727  0.054
H27 43.762 30.325 29.399  0.111
H28 40.164 29.853 30.745  0.140
H29 41.259 29.497 32.235  0.131
H30 41.633 28.725 30.554  0.094

Computed properties:
Orbital gap in eV: 5.6
Total charge: 0
2S+1: 1
SMILES: O=C1C=C(O)C(=O)C=C1O.O=C1C=C(O)C(=O)C=C1O.O=C1C=C(O)C(=O)C=C1O.O=C1C=C(O)C(=O)C=C1O.O=C1C=C(O)C(=O)C=C1O.O=C1C=C(O)C(=O)C=C1O.CC(C)=O
Lowest unoccupied orbital energy in eV: -3.008


No. 4
Here is a structure of composition C39H31AsLiN3O6 from the Open Molecules 2025 dataset. Energies are from ωB97M-V with the def2-TZVPD basis set.

Each line ends with the Löwdin charge.
Element x y z (Å)
Li1 -0.048 -1.764 -0.867  0.580
C1 -2.230 -3.624 -4.361  -0.099
O1 -2.007 -2.379 -5.009  -0.120
C2 -0.694 -1.937 -5.029  -0.232
C3 -0.193 -1.534 -6.243  -0.062
C4 1.100 -1.003 -6.353  -0.157
C5 1.860 -0.905 -5.204  -0.109
C6 1.386 -1.306 -3.950  -0.146
C7 2.280 -1.113 -2.816  -0.131
N1 2.032 -1.387 -1.595  -0.015
N2 3.090 -1.104 -0.739  0.040
C8 2.682 -0.947 0.498  -0.523
O2 1.504 -0.959 0.951  -0.129
C9 3.807 -0.766 1.495  -0.133
C10 3.501 -0.710 2.850  -0.034
C11 4.496 -0.511 3.799  -0.108
C12 5.817 -0.358 3.403  -0.132
C13 6.133 -0.416 2.049  -0.114
C14 5.139 -0.623 1.106  -0.049
C15 0.058 -1.837 -3.801  -0.334
O3 -0.444 -2.197 -2.698  -0.123
H1 -3.221 -3.959 -4.678  0.074
H2 -2.180 -3.526 -3.279  0.073
H3 -1.485 -4.362 -4.680  0.090
H4 -0.836 -1.631 -7.112  0.097
H5 1.487 -0.681 -7.312  0.067
H6 2.866 -0.495 -5.257  0.087
H7 3.260 -0.678 -3.054  0.100
H8 2.461 -0.816 3.135  0.105
H9 4.237 -0.468 4.851  0.090
H10 6.595 -0.195 4.141  0.081
H11 7.163 -0.299 1.729  0.085
H12 5.362 -0.671 0.048  0.097
O4 -2.252 -4.183 1.647  -0.051
C16 -1.852 -3.305 0.857  -0.669
O5 -0.693 -3.051 0.470  -0.078
C17 -2.940 -2.378 0.280  -0.183
C18 -4.283 -2.526 0.624  -0.025
C19 -5.208 -1.651 0.083  -0.098
C20 -4.769 -0.661 -0.789  -0.087
C21 -3.412 -0.595 -1.073  -0.136
N3 -2.523 -1.426 -0.545  0.120
H13 -4.549 -3.320 1.308  0.104
H14 -6.261 -1.734 0.334  0.088
H15 -5.458 0.042 -1.241  0.085
H16 -3.010 0.152 -1.751  0.102
O6 -0.269 0.542 -0.891  -0.465
As1 -0.328 1.192 0.610  1.198
C22 -1.310 0.300 2.017  -0.270
C23 -2.610 0.727 2.283  -0.109
C24 -3.385 0.052 3.215  -0.100
C25 -2.866 -1.053 3.875  -0.092
C26 -1.576 -1.483 3.603  -0.068
C27 -0.791 -0.813 2.674  -0.076
C28 -1.312 2.869 0.388  -0.283
C29 -1.846 3.104 -0.872  -0.086
C30 -2.535 4.283 -1.130  -0.091
C31 -2.686 5.233 -0.130  -0.114
C32 -2.145 5.005 1.130  -0.104
C33 -1.458 3.827 1.386  -0.105
C34 1.352 1.855 1.271  -0.291
C35 2.366 2.040 0.341  -0.085
C36 3.584 2.559 0.756  -0.080
C37 3.783 2.899 2.087  -0.101
C38 2.764 2.714 3.012  -0.103
C39 1.545 2.189 2.605  -0.106
H17 -3.034 1.567 1.749  0.092
H18 -4.404 0.373 3.399  0.093
H19 -3.483 -1.605 4.575  0.096
H20 -1.195 -2.384 4.063  0.110
H21 0.193 -1.178 2.408  0.079
H22 -1.698 2.348 -1.637  0.094
H23 -2.950 4.460 -2.115  0.096
H24 -3.222 6.153 -0.331  0.089
H25 -2.256 5.748 1.911  0.092
H26 -1.035 3.656 2.369  0.099
H27 2.208 1.725 -0.684  0.111
H28 4.391 2.664 0.042  0.103
H29 4.745 3.277 2.411  0.094
H30 2.929 2.951 4.057  0.094
H31 0.762 2.003 3.332  0.101

Computed properties:
Orbital gap in eV: 5.3
Total charge: -2
2S+1: 1
Lowest unoccupied orbital energy in eV: 4.197


The records above yield HOMO level values of -1.0 -12.9 -8.6 -1.1 eV, respectively.
The records above yield energy above the lowest of the compared OMol25 structures with the same formula, charge and spin values of 90.9 0.0 380.9 0.0 kJ/mol, respectively.